1.
ORCA calculation (ωB97M-V with the def2-TZVPD basis set) on C24H31CsN12 as an isolated structure.

The geometry in XYZ format:
```
68
Properties=species:S:1:pos:R:3:lowdin_charge:R:1
Cs -1.0536 0.3206 -1.5248 1.05
C -0.3736 5.7993 3.6809 -0.06
C -0.3138 4.4225 3.0526 -0.29
C -0.7737 3.2838 3.7153 -0.05
C -0.7264 2.0323 3.1305 -0.02
C -0.2115 1.8111 1.8303 -0.28
N -0.2398 0.5596 1.2551 -0.07
C 0.1583 -0.5050 2.0081 -0.29
C 1.3294 -0.4373 2.8125 -0.02
C 1.8276 -1.5174 3.5166 -0.06
C 1.1978 -2.7669 3.4854 -0.31
C 1.7354 -3.9604 4.2481 -0.05
C 0.0370 -2.8547 2.7358 -0.04
C -0.4933 -1.7712 2.0329 -0.15
N -1.7740 -1.9833 1.4220 -0.10
C -2.8994 -2.4033 2.0583 -0.06
C -3.8860 -2.5236 1.1072 -0.06
C -3.2567 -2.1607 -0.0965 -0.18
N -1.9812 -1.8514 0.1120 -0.07
C 0.2772 2.9747 1.1935 -0.14
C 0.2127 4.2350 1.7869 0.01
N 0.9801 2.9250 -0.0611 -0.11
C 2.3220 3.0641 -0.2020 -0.06
C 2.5979 3.0455 -1.5500 -0.09
C 1.3391 2.8903 -2.1582 -0.21
N 0.3687 2.8410 -1.2502 -0.06
H -0.8441 5.7577 4.6638 0.07
H -0.9506 6.4914 3.0629 0.08
H 0.6248 6.2235 3.8067 0.07
H -1.1905 3.3845 4.7134 0.11
H -1.1064 1.1726 3.6687 0.11
H 1.8508 0.5111 2.8472 0.12
H 2.7339 -1.3935 4.1028 0.11
H 2.6809 -3.7153 4.7325 0.07
H 1.9098 -4.8164 3.5916 0.08
H 1.0383 -4.2832 5.0247 0.08
H -0.5049 -3.7981 2.6949 0.13
H -2.9101 -2.5534 3.1255 0.13
H -4.9098 -2.8187 1.2643 0.09
H -3.6711 -2.0944 -1.0916 0.09
H 0.6012 5.0823 1.2283 0.13
H 2.9615 3.1578 0.6604 0.13
H 3.5635 3.1374 -2.0206 0.09
H 1.1042 2.8142 -3.2106 0.10
N -2.1039 -1.8745 -3.6181 -0.05
C -1.0493 -2.2153 -4.5877 -0.29
C -0.9255 -1.1943 -5.7197 -0.19
C -0.4449 0.2074 -5.3407 -0.29
N -1.5235 1.0501 -4.7944 -0.04
H -2.2358 -2.6411 -2.9665 0.05
H -2.9839 -1.7485 -4.1057 0.07
H -1.2059 -3.2011 -5.0396 0.11
H -0.1068 -2.2606 -4.0543 0.07
H -1.8755 -1.1232 -6.2669 0.11
H -0.2080 -1.6009 -6.4361 0.11
H 0.0040 0.6584 -6.2320 0.10
H 0.3468 0.1194 -4.5910 0.08
H -2.3129 1.0045 -5.4276 0.06
H -1.2282 2.0187 -4.7570 0.06
N 1.9992 -2.8961 0.4465 0.16
N 2.0434 -2.0440 -0.6303 -0.27
N 2.8511 -1.0190 -0.6740 0.15
C 2.5339 -0.4818 -1.8492 -0.22
N 1.5860 -1.1935 -2.4759 -0.05
N 1.2822 -2.2033 -1.6912 0.05
H 2.2063 -2.3353 1.2697 0.07
H 1.0381 -3.2091 0.5346 0.08
H 2.9313 0.4544 -2.1986 0.09
```

Values from the calculation:
* E_LUMO: 0.1 eV
* Kohn-Sham gap: 0.237 Eh


2.
ORCA calculation (ωB97M-V with the def2-TZVPD basis set) on C24H31IrN3Si as an isolated structure.

The geometry in XYZ format:
```
60
Properties=species:S:1:pos:R:3:lowdin_charge:R:1
Ir 0.1613 -0.0832 0.0670 1.13
C 3.2629 -0.4340 -0.4816 -0.05
N 2.2554 0.1420 0.4475 -0.33
C 2.4951 -0.4589 1.7971 -0.06
C 2.4676 1.6035 0.5629 -0.20
C 3.7161 2.1900 0.4911 -0.01
C 3.8335 3.5737 0.5531 -0.05
C 2.7032 4.3665 0.6671 -0.05
C 1.4474 3.7893 0.7746 -0.01
C 1.3298 2.4024 0.7653 -0.21
N 0.1148 1.6960 0.7786 -0.08
C -1.1090 2.1705 1.2758 -0.20
C -1.2838 3.2809 2.1009 -0.01
C -2.5652 3.6796 2.4384 -0.05
C -3.6676 2.9817 1.9687 -0.05
C -3.4998 1.8375 1.2018 -0.02
C -2.2237 1.4138 0.8798 -0.20
N -1.9719 0.1315 0.1790 -0.33
C -2.5885 0.1493 -1.1771 -0.05
C -2.6313 -0.9233 1.0079 -0.08
H 4.2573 -0.3817 -0.0388 0.09
H 3.2446 0.1230 -1.4157 0.11
H 3.0214 -1.4697 -0.6649 0.05
H 3.5111 -0.2217 2.1209 0.11
H 2.3803 -1.5380 1.7230 0.05
H 1.7812 -0.0606 2.5140 0.09
H 4.6014 1.5867 0.3608 0.11
H 4.8112 4.0306 0.4879 0.11
H 2.7940 5.4440 0.6586 0.12
H 0.5659 4.4095 0.8111 0.11
H -0.4290 3.8169 2.4829 0.11
H -2.7052 4.5427 3.0749 0.12
H -4.6652 3.3123 2.2232 0.12
H -4.3690 1.2828 0.8774 0.12
H -3.6771 0.1933 -1.1043 0.10
H -2.2948 -0.7590 -1.6982 0.08
H -2.2221 1.0174 -1.7195 0.10
H -3.6938 -0.7125 1.1114 0.09
H -2.1641 -0.9395 1.9893 0.10
H -2.5161 -1.8865 0.5285 0.03
C -0.1872 -3.2413 1.9492 -0.21
Si 0.1026 -2.5731 0.2159 0.49
C -1.2047 -3.2813 -0.9642 -0.21
C 1.6668 -3.4015 -0.4182 -0.34
C 2.6214 -3.9658 0.4306 -0.11
C 3.7913 -4.5241 -0.0710 -0.07
C 4.0210 -4.5428 -1.4389 -0.07
C 3.0714 -4.0153 -2.3062 -0.07
C 1.9118 -3.4533 -1.7964 -0.12
H -0.0698 -4.3280 1.9363 0.05
H -1.1910 -3.0332 2.3213 0.02
H 0.5198 -2.8411 2.6790 0.03
H -1.0816 -4.3673 -0.9321 0.05
H -1.0519 -2.9711 -1.9997 0.03
H -2.2412 -3.0683 -0.7073 0.01
H 2.4592 -3.9737 1.5033 0.10
H 4.5193 -4.9538 0.6052 0.11
H 4.9297 -4.9804 -1.8314 0.11
H 3.2376 -4.0449 -3.3754 0.11
H 1.1865 -3.0373 -2.4893 0.10
```

Values from the calculation:
* E_LUMO (alpha / beta): -5.0 / -4.5 eV
* Kohn-Sham gap (alpha / beta): 0.210 / 0.231 Eh
* total charge: +1


3.
ORCA calculation (ωB97M-V with the def2-TZVPD basis set) on one molecule with the formula C24H31N3O5S.

The geometry in XYZ format:
```
64
Properties=species:S:1:pos:R:3:lowdin_charge:R:1
C -1.9548 -2.0515 3.9553 -0.09
O -2.1152 -1.0532 2.9777 -0.10
C -1.9769 -1.3990 1.6642 -0.27
C -1.6276 -2.6608 1.2009 -0.02
C -1.4849 -2.8853 -0.1590 -0.03
C -1.6912 -1.8645 -1.0759 -0.31
N -1.5228 -2.0749 -2.4459 -0.04
S -0.8650 -0.8577 -3.3899 0.68
O -0.3435 -1.5100 -4.5587 -0.30
O -1.8506 0.1564 -3.6007 -0.28
C 0.4240 -0.1464 -2.3507 -0.19
C 0.3553 1.2288 -2.2686 0.00
C 1.1453 1.9514 -1.3802 -0.24
N 1.0381 3.3449 -1.3488 0.14
C 0.9086 4.2251 -0.3079 -0.48
O 0.8021 5.4079 -0.5525 0.07
C 0.8463 3.6811 1.1016 -0.08
C -0.3905 2.7986 1.3269 -0.30
C -0.5231 2.4085 2.8114 -0.15
C -1.5692 3.3663 3.3754 -0.19
C -2.5736 3.4753 2.2337 -0.19
C -1.6911 3.5578 0.9848 -0.14
C 2.0368 1.2347 -0.5855 0.00
C 2.1084 -0.1381 -0.6709 0.01
C 1.3154 -0.8846 -1.5578 -0.20
N 1.3560 -2.2675 -1.5862 -0.09
C 1.9641 -3.0015 -0.4910 -0.14
C 3.4517 -3.2884 -0.7432 -0.19
O 3.6276 -3.9650 -1.9666 -0.13
C 3.0823 -3.2229 -3.0360 -0.17
C 1.5812 -2.9774 -2.8359 -0.13
C -2.0725 -0.6070 -0.6119 -0.01
C -2.2119 -0.3808 0.7386 0.02
H -2.1372 -1.5607 4.9099 0.09
H -2.6766 -2.8636 3.8229 0.10
H -0.9397 -2.4625 3.9494 0.09
H -1.4597 -3.4798 1.8824 0.10
H -1.2173 -3.8716 -0.5086 0.11
H -1.2022 -2.9936 -2.7068 0.11
H -0.3668 1.7304 -2.8936 0.12
H 0.8505 3.7791 -2.2455 0.16
H 1.7503 3.1222 1.3389 0.11
H 0.7965 4.5465 1.7652 0.13
H -0.2981 1.8995 0.7123 0.11
H -0.8882 1.3841 2.8940 0.10
H 0.4281 2.4742 3.3385 0.11
H -1.1228 4.3419 3.5732 0.11
H -2.0173 2.9978 4.2969 0.11
H -3.2302 4.3385 2.3307 0.11
H -3.1938 2.5776 2.2071 0.10
H -2.1851 3.1358 0.1099 0.11
H -1.4627 4.6012 0.7651 0.11
H 2.7009 1.7510 0.0884 0.12
H 2.8203 -0.6424 -0.0383 0.10
H 1.8120 -2.4695 0.4473 0.12
H 1.4417 -3.9625 -0.4287 0.12
H 3.8538 -3.9458 0.0299 0.13
H 4.0279 -2.3507 -0.7563 0.12
H 3.2566 -3.8134 -3.9358 0.13
H 3.6027 -2.2566 -3.1275 0.13
H 1.1823 -2.4215 -3.6807 0.09
H 1.0782 -3.9489 -2.7696 0.13
H -2.2707 0.1768 -1.3234 0.10
H -2.5121 0.5862 1.1060 0.10
```

Values from the calculation:
* E_LUMO: 0.4 eV
* Kohn-Sham gap: 0.312 Eh
* energy above the lowest of the compared OMol25 structures with the same formula, charge and spin: 52.4 kcal/mol
* SMILES: COc1ccc(NS(=O)(=O)c2cc(NC(=O)CC3CCCC3)ccc2N2CCOCC2)cc1


4.
ORCA calculation (ωB97M-V with the def2-TZVPD basis set) on one molecule with the formula C24H31N3O6.

The geometry in XYZ format:
```
64
Properties=species:S:1:pos:R:3:lowdin_charge:R:1
C 2.6128 -3.3661 -2.3978 -0.06
O 2.5378 -3.6429 -1.0170 -0.05
C 1.5636 -3.0408 -0.2974 -0.21
C 0.4892 -2.3471 -0.8300 0.00
C -0.4455 -1.7380 -0.0054 -0.03
C -0.2997 -1.7902 1.3706 -0.15
C -1.1648 -1.0242 2.3092 -0.47
O -0.7080 -0.4357 3.2725 0.06
N -2.4878 -1.0079 2.0093 0.07
C -3.4385 -0.2466 2.7842 -0.15
C -4.2902 0.7201 1.9364 -0.18
N -3.6031 1.7510 1.1926 -0.17
C -2.8393 1.2780 0.0564 -0.17
C -2.4595 2.4744 -0.8177 -0.12
N -1.6684 3.3942 -0.0363 -0.04
C -0.3078 3.4148 0.0007 -0.42
O 0.3046 4.0771 0.8179 0.08
C 0.4065 2.5638 -1.0027 -0.15
C 0.2869 2.7128 -2.3727 -0.05
C 0.9710 1.8579 -3.2272 -0.01
C 1.7888 0.8610 -2.7245 -0.19
O 2.4733 -0.0495 -3.4788 -0.09
C 2.4157 0.0646 -4.8787 -0.08
C 1.9656 0.7468 -1.3271 -0.19
O 2.8364 -0.2128 -0.9171 -0.07
C 3.2233 -0.2188 0.4379 -0.05
C 1.2669 1.5953 -0.4881 0.06
C -2.3992 3.8655 1.1234 -0.12
C -2.8079 2.6689 1.9907 -0.15
C 0.7754 -2.4944 1.9189 0.04
C 1.6906 -3.1382 1.1103 -0.21
O 2.7603 -3.8509 1.5540 -0.06
C 2.9631 -3.9494 2.9422 -0.08
H 3.5278 -3.8464 -2.7405 0.10
H 2.6719 -2.2891 -2.5799 0.08
H 1.7607 -3.7912 -2.9396 0.10
H 0.3800 -2.2549 -1.8982 0.11
H -1.2562 -1.1879 -0.4596 0.10
H -2.8311 -1.5621 1.2417 0.14
H -2.8540 0.3036 3.5249 0.11
H -4.1195 -0.9247 3.3130 0.12
H -4.9888 1.2177 2.6158 0.12
H -4.8773 0.1405 1.2163 0.12
H -3.4529 0.5786 -0.5171 0.13
H -1.9027 0.7825 0.3574 0.10
H -1.9065 2.1349 -1.6914 0.11
H -3.3664 2.9959 -1.1397 0.13
H -0.3253 3.5003 -2.7863 0.12
H 0.8577 1.9869 -4.2919 0.11
H 3.0553 -0.7278 -5.2644 0.09
H 1.3968 -0.0788 -5.2544 0.10
H 2.7947 1.0331 -5.2198 0.10
H 2.3761 -0.4160 1.1007 0.09
H 3.6917 0.7300 0.7176 0.11
H 3.9464 -1.0275 0.5295 0.10
H 1.3752 1.5263 0.5822 0.13
H -1.7487 4.5371 1.6845 0.12
H -3.2889 4.4028 0.7843 0.13
H -3.4124 3.0142 2.8315 0.13
H -1.8931 2.1943 2.3816 0.13
H 0.8724 -2.4992 2.9926 0.12
H 3.8610 -4.5527 3.0650 0.10
H 3.1212 -2.9664 3.3976 0.10
H 2.1226 -4.4464 3.4378 0.10
```

Values from the calculation:
* E_LUMO: 0.6 eV
* Kohn-Sham gap: 0.319 Eh
* energy above the lowest of the compared OMol25 structures with the same formula, charge and spin: 27.3 kcal/mol
* SMILES: COc1ccc(C(=O)NCCN2CCN(C(=O)c3ccc(OC)c(OC)c3)CC2)cc1OC